A molecular structure, C3H11NO2 in a non-equilibrium geometry, computed with ωB97M-V/def2-TZVPD.

⟨S²⟩: 0.7562
Energy relative to the best compared isomer or geometry (same formula, charge and spin) in eV: 4.7805
Strongest force on any atom in eV Å⁻¹: 4.0
Total energy in Eh: -325.6479

```
! wB97M-V def2-TZVPD RIJCOSX def2/J DEFGRID3
* xyz 1 2
C 0.9143 0.7678 1.5137
C 1.2205 0.6971 -0.0165
C 1.2661 -0.4243 -1.6328
N 0.2476 0.0866 -1.0012
H 0.0858 1.3622 1.9679
H 1.8896 0.9246 1.9801
H 0.7399 -0.2729 1.7793
H 1.4312 1.7073 -0.4227
H 2.2948 0.3751 0.0960
H 1.5213 -0.2575 -2.6992
H 2.0050 -1.1708 -1.2689
H -1.3897 0.8473 -0.0823
H -2.4867 0.2174 0.7848
O -2.0477 1.0753 0.6065
H -0.7620 -1.1007 -0.2064
H -1.0795 -2.5867 -0.4969
O -1.2508 -1.9371 0.1922
*
```

2 unconnected molecules or ions with the total composition C3H11NO2S in a non-equilibrium geometry, computed with ωB97M-V/def2-TZVPD.

Energy relative to the best compared isomer or geometry (same formula, charge and spin) in eV: 0.6595
Strongest force on any atom in eV Å⁻¹: 1.7
Total energy in Eh: -724.2875

```
! wB97M-V def2-TZVPD RIJCOSX def2/J DEFGRID3
* xyz 0 1
N 1.3149 -0.3327 -1.2127
C -0.0843 -0.2225 -0.8612
C -0.9052 -1.3257 -1.6239
O -0.3096 -2.6203 -1.4682
C -0.6884 1.1131 -1.2986
S 0.0266 2.4739 -0.2658
H 1.7485 -1.2312 -1.0474
H 1.5290 0.0500 -2.1062
H -0.2149 -0.2737 0.2171
H -0.7841 -0.9806 -2.6555
H -1.9082 -1.4446 -1.2222
H 0.3869 -2.6067 -2.1133
H -1.7342 0.9976 -1.0208
H -0.7169 1.4918 -2.3187
H -1.1234 3.1562 -0.0684
O 0.9427 0.4832 6.0650
H 1.8135 0.8458 5.9826
H 0.7071 0.4263 7.0183
*
```

3 unconnected molecules or ions with the total composition C3H11NO2S in a non-equilibrium geometry, computed with ωB97M-V/def2-TZVPD.

Energy relative to the best compared isomer or geometry (same formula, charge and spin) in eV: 5.0846
Strongest force on any atom in eV Å⁻¹: 4.3
Total energy in Eh: -724.1249

```
! wB97M-V def2-TZVPD RIJCOSX def2/J DEFGRID3
* xyz 0 1
C 0.9010 -0.0957 -0.8208
O 0.7294 0.0736 -2.1001
C 0.3191 1.0587 0.0380
C -1.1607 0.7250 0.1071
S -1.3741 -0.8948 0.8240
N 0.6024 2.3510 -0.5415
H 0.2676 -1.0155 -0.4619
H 1.9239 -0.3970 -0.5787
H 0.6838 2.2093 -1.5373
H 0.7266 1.0156 1.0589
H -1.5976 0.6698 -0.9091
H -1.7163 1.4890 0.6663
H -1.3763 -1.7038 -1.8227
H 1.3110 2.8336 -0.0234
H -1.2378 -1.3597 -2.4798
H 0.5555 -1.1964 1.4565
H 1.2029 -2.4441 2.2433
O 1.3781 -1.6859 1.6858
*
```

2 unconnected molecules or ions with the total composition C3H11NO2S in a non-equilibrium geometry, computed with ωB97M-V/def2-TZVPD.

Energy relative to the best compared isomer or geometry (same formula, charge and spin) in eV: 1.6097
Strongest force on any atom in eV Å⁻¹: 5.0
Total energy in Eh: -724.2526

```
! wB97M-V def2-TZVPD RIJCOSX def2/J DEFGRID3
* xyz 0 1
O -0.8204 0.1195 1.2690
C 0.0486 1.1594 1.1855
N 0.1016 1.8134 -0.1503
C 0.4801 0.8930 -1.1818
C -0.6502 -0.0277 -1.7499
S -0.2844 -1.3685 -2.9919
H -1.6873 0.5324 1.3783
H 0.9990 0.7202 1.4039
H -0.2986 1.8685 1.9047
H 0.7795 2.6265 -0.2408
H 1.4272 0.1878 -1.0580
H 0.9402 1.4908 -2.0584
H -1.5771 0.5625 -1.9220
H -0.9710 -0.6496 -0.9570
H -1.4680 -1.7078 -3.2543
O 1.2458 -2.3773 2.7871
H 0.6931 -2.7863 3.5175
H 1.0421 -3.0569 2.1184
*
```

A single C3H11NO2Si molecule in a non-equilibrium geometry, computed with ωB97M-V/def2-TZVPD.

Energy relative to the best compared isomer or geometry (same formula, charge and spin) in eV: 2.6211
Strongest force on any atom in eV Å⁻¹: 4.3
Total energy in Eh: -615.6524

```
! wB97M-V def2-TZVPD RIJCOSX def2/J DEFGRID3
* xyz 0 1
C -0.1944 1.9922 -1.9068
N 0.9834 1.4115 -1.3506
O 0.6246 -0.2276 -1.0659
Si -0.1611 -0.7280 0.2543
C 0.1493 0.3695 1.7844
C 0.5040 -2.4866 0.5085
O -1.7594 -0.6978 -0.0991
H -0.4090 1.4971 -2.8518
H -1.0795 1.9423 -1.2630
H 0.0506 3.0390 -2.1025
H 1.1365 1.7123 -0.3909
H 1.2090 0.5470 1.9416
H -0.3392 1.3367 1.6835
H -0.2364 -0.0866 2.6914
H 0.5823 -3.0023 -0.4409
H 1.4900 -2.4714 0.9609
H -0.1529 -3.0630 1.1529
H -2.3979 -1.0842 0.4940
*
```

2 unconnected molecules or ions with the total composition C3H11NO3 in a non-equilibrium geometry, computed with ωB97M-V/def2-TZVPD.

⟨S²⟩: 0.7549
Energy relative to the best compared isomer or geometry (same formula, charge and spin) in eV: 2.7288
Strongest force on any atom in eV Å⁻¹: 5.2
Total energy in Eh: -400.9517

```
! wB97M-V def2-TZVPD RIJCOSX def2/J DEFGRID3
* xyz 1 2
C -1.0088 1.1041 -0.5558
O -1.1366 2.2124 0.2615
C -0.5726 -0.0637 0.2891
C -0.1141 -1.4097 -0.4013
O -0.1989 -2.5127 0.4482
N -1.6921 -0.3372 1.0541
H -0.0720 1.2953 -1.2357
H -1.9152 0.7910 -1.1314
H -1.7921 2.8237 -0.1457
H 0.2870 0.3738 0.9146
H -0.7332 -1.5120 -1.3101
H 0.8891 -1.0083 -0.7746
H -0.6703 -1.9048 1.0848
H -2.5956 -0.7362 0.6931
H -1.9282 0.5503 1.6652
H 3.6821 -0.0082 -0.2518
H 4.9790 0.3323 -0.7005
O 4.5925 0.0098 0.0964
*
```

2 unconnected molecules or ions with the total composition C3H11NO3 in a non-equilibrium geometry, computed with ωB97M-V/def2-TZVPD.

⟨S²⟩: 0.7562
Energy relative to the best compared isomer or geometry (same formula, charge and spin) in eV: 1.8629
Strongest force on any atom in eV Å⁻¹: 2.6
Total energy in Eh: -400.9835

```
! wB97M-V def2-TZVPD RIJCOSX def2/J DEFGRID3
* xyz 1 2
C -1.2216 -0.4217 0.6290
O -1.4194 -1.2060 1.7504
C 0.1183 -0.9996 -0.0525
C 0.7865 -0.0541 -1.1458
O 2.0268 -0.5986 -1.3788
N 0.0899 -2.3224 -0.5910
H -1.2364 0.6410 0.9406
H -2.0184 -0.4787 -0.1188
H -0.6809 -1.0006 2.3361
H 0.8536 -0.8591 0.7778
H 0.1463 -0.3433 -2.0060
H 0.8168 1.0250 -0.9857
H 1.8052 -1.5628 -1.4299
H -0.7096 -2.3910 -1.2288
H -0.1667 -3.0184 0.1081
H 0.8440 5.0453 0.6822
H -0.1291 3.8996 0.5745
O 0.0946 4.6453 1.1387
*
```

3 unconnected molecules or ions with the total composition C3H11NO3S in a non-equilibrium geometry, computed with ωB97M-V/def2-TZVPD.

Energy relative to the best compared isomer or geometry (same formula, charge and spin) in eV: 1.8882
Strongest force on any atom in eV Å⁻¹: 5.2
Total energy in Eh: -799.5203

```
! wB97M-V def2-TZVPD RIJCOSX def2/J DEFGRID3
* xyz 0 1
O 2.6975 -0.2216 -1.1640
C 1.5055 -0.1173 -1.0025
N 1.1787 0.8778 -0.1329
C -0.1960 0.8713 0.3328
C -0.3183 -0.2129 1.5509
S -1.9862 -0.9621 1.3437
H 0.6348 -0.6568 -1.4493
H 1.8220 1.3270 0.4187
H -0.8507 0.8124 -0.5039
H -0.3132 1.9174 0.7405
H -0.1012 0.2205 2.4798
H 0.4903 -0.9844 1.4579
H -3.0068 -0.0194 1.4940
O -4.1306 1.4781 -2.5431
H -3.7829 0.6574 -2.2014
H -3.9245 1.5743 -3.4453
O 3.3257 -2.1359 1.2614
H 3.8872 -2.8033 0.8363
H 3.0688 -1.6225 0.5264
*
```